Computed, not measured: C3H3NO2 in the gas phase at a distorted geometry, with the ωB97M-V functional and the def2-TZVPD basis.

Calculated values
**Multiplicity**: 1
**LUMO**: 0.679 eV
**Frontier orbital gap**: 12.2 eV
**Energy relative to the best compared isomer or geometry (same formula, charge and spin)**: 56.9 kcal/mol

Last column: natural (NBO) charge in e.
Geometry (Å):
1 O -0.827 0.408 0.895  -0.45
2 C -0.469 1.060 -0.329  -0.10
3 C 0.018 -0.275 0.017  0.37
4 O -0.503 -1.367 -0.634  -0.67
5 C 1.398 -0.445 0.491  0.22
6 N 2.495 -0.555 0.841  -0.27
7 H -1.025 -1.870 0.006  0.49
8 H -1.262 1.114 -1.071  0.21
9 H 0.176 1.929 -0.216  0.20